A | A molecular structure, C5H8FNS. Source: OMol25; level of theory: wB97M-V/def2-TZVPD.

Results
- gap between HOMO and LUMO (eV) = 10.2
- HOMO (eV) = -9.35
- 2S+1 = 1

Last column: Löwdin charge in e.
Cartesian coordinates (Å):
1 C -0.764 -0.708 -0.058  -0.59
2 C -0.132 -0.228 1.278  -0.15
3 C 0.909 0.732 0.669  -0.24
4 C 0.081 0.120 -1.029  -0.29
5 C 1.494 -0.113 -0.476  -0.24
6 H -2.808 -0.728 -1.329  -0.15
7 H -0.650 -1.795 -0.175  0.11
8 H 0.309 -1.015 1.855  0.11
9 H -0.844 0.280 1.919  0.10
10 H 1.521 1.327 1.341  0.14
11 H -0.716 1.856 -0.135  0.11
12 H -0.177 0.108 -2.097  0.14
13 H 2.273 0.413 -1.060  0.16
14 N 0.210 1.460 -0.421  0.04
15 F 1.854 -1.408 -0.194  0.01
16 S -2.558 -0.299 -0.087  0.75


B | A single C5H8FNS molecule. Source: OMol25; level of theory: wB97M-V/def2-TZVPD.

Results
- gap between HOMO and LUMO (eV) = 9.4
- SMILES string = F[C@@H]1[C@@H]2NC[C@H](S)[C@H]12
- HOMO (eV) = -8.67
- 2S+1 = 1

Last column: Löwdin charge in e.
Cartesian coordinates (Å):
1 F 0.239 0.312 -1.872  0.02
2 C 0.420 1.285 -0.928  -0.25
3 C 1.394 1.129 0.157  -0.22
4 N 1.960 -0.191 0.394  0.00
5 C 0.819 -1.136 0.462  -0.20
6 C -0.430 -0.280 0.905  -0.61
7 S -1.997 -0.980 0.297  0.74
8 C -0.103 1.114 0.461  -0.21
9 H 0.297 2.283 -1.302  0.14
10 H 2.026 2.043 0.457  0.17
11 H 2.446 -0.123 1.307  0.12
12 H 0.600 -1.598 -0.474  0.08
13 H 1.047 -1.926 1.144  0.10
14 H -0.538 -0.230 1.999  0.10
15 H -1.757 -0.849 -1.039  -0.12
16 H -0.643 1.930 0.910  0.13


C | A molecular structure, C5H8FNS. Source: OMol25; level of theory: wB97M-V/def2-TZVPD.

Results
- gap between HOMO and LUMO (eV) = 10.0
- HOMO (eV) = -9.40
- 2S+1 = 1

Last column: Löwdin charge in e.
Cartesian coordinates (Å):
1 C -0.757 -0.741 -0.047  -0.76
2 C -0.264 -0.138 1.172  -0.21
3 C 0.912 0.739 0.616  -0.22
4 C -0.025 0.132 -0.966  -0.29
5 C 1.345 -0.246 -0.451  -0.20
6 H -2.289 -0.700 -1.496  0.01
7 H -0.441 -1.784 -0.081  0.13
8 H 0.404 -0.814 1.696  0.13
9 H -1.043 0.431 1.607  0.07
10 H 1.474 1.467 1.198  0.15
11 H -0.637 1.760 -0.017  0.03
12 H -0.326 0.128 -1.891  0.08
13 H 2.314 0.151 -0.829  0.17
14 N 0.201 1.559 -0.420  0.11
15 F 1.580 -1.583 -0.069  -0.02
16 S -2.447 -0.361 -0.021  0.83


What is the stability order? It is A, B, C, from most stable to least stable.